[1]
DFT (ωB97M-V/def2-TZVPD) results for 2 unconnected molecules or ions with the total composition C4H7NO.

Atoms and positions in Å:
C  -0.566  -2.271  0.940
C  -0.362  -0.892  0.363
C  0.222  -0.670  -0.790
O  0.745  -0.464  -1.820
H  -1.627  -2.548  0.944
H  -0.204  -2.310  1.973
H  -0.024  -3.030  0.369
H  -0.718  0.001  0.871
C  0.859  2.502  -0.412
N  -0.389  2.290  -0.331
H  1.422  2.579  -1.349
H  1.435  2.610  0.510
H  -0.794  2.205  -1.267

Computed properties:
SMILES string: CC=C=O.C=N
Multiplicity: 1
E_tot: -286.5413 hartree

Let us look at the Mulliken charges, expressed in e, one per atom: atom 1 (C): -1.096, atom 2 (C): -0.281, atom 3 (C): 0.498, atom 4 (O): -0.416, atom 5 (H): 0.274, atom 6 (H): 0.284, atom 7 (H): 0.312, atom 8 (H): 0.433, atom 9 (C): -0.271, atom 10 (N): -0.525, atom 11 (H): 0.270, atom 12 (H): 0.276, atom 13 (H): 0.241



[2]
DFT (ωB97M-V/def2-TZVPD) results for a single C4H7NO molecule.

Atoms and positions in Å:
C  0.625  1.295  -0.645
C  -0.666  0.702  -0.184
C  -1.150  -0.651  -0.159
N  -0.399  -0.404  1.077
C  0.747  -1.277  1.001
O  1.156  -1.841  0.007
H  0.876  2.037  0.123
H  0.563  1.832  -1.598
H  1.397  0.530  -0.690
H  -1.478  1.451  -0.178
H  -2.208  -0.753  0.061
H  -0.665  -1.378  -0.789
H  1.203  -1.543  1.974

Computed properties:
SMILES string: C[C@H]1CN1C=O
Multiplicity: 1
E_tot: -286.5222 hartree

Let us look at the Mulliken charges, expressed in e, one per atom: atom 1 (C): -1.160, atom 2 (C): 0.277, atom 3 (C): -0.430, atom 4 (N): -0.467, atom 5 (C): 0.052, atom 6 (O): -0.494, atom 7 (H): 0.271, atom 8 (H): 0.351, atom 9 (H): 0.313, atom 10 (H): 0.317, atom 11 (H): 0.257, atom 12 (H): 0.311, atom 13 (H): 0.402



[3]
DFT (ωB97M-V/def2-TZVPD) results for 2 unconnected molecules or ions with the total composition C4H7NO.

Atoms and positions in Å:
O  2.217  1.795  -0.809
C  0.594  -0.425  -0.027
C  -0.214  -1.689  0.189
C  -1.139  -0.619  -0.231
N  -1.520  0.156  0.947
C  -0.255  0.602  0.424
H  2.771  1.780  -0.020
H  1.865  0.878  -0.842
H  -0.428  -2.013  1.210
H  0.035  -2.495  -0.496
H  -1.599  -0.462  -1.200
H  -2.232  0.851  0.723
H  -0.095  1.640  0.132

Computed properties:
Multiplicity: 1
E_tot: -286.4408 hartree

Let us look at the Mulliken charges, expressed in e, one per atom: atom 1 (O): -0.706, atom 2 (C): -0.601, atom 3 (C): -0.378, atom 4 (C): -0.048, atom 5 (N): -0.507, atom 6 (C): -0.018, atom 7 (H): 0.309, atom 8 (H): 0.440, atom 9 (H): 0.264, atom 10 (H): 0.249, atom 11 (H): 0.347, atom 12 (H): 0.282, atom 13 (H): 0.367



[4]
DFT (ωB97M-V/def2-TZVPD) results for a single C4H7NO molecule.

Atoms and positions in Å:
C  1.457  1.102  1.022
O  0.386  0.718  0.202
C  -0.911  0.352  0.593
C  -1.225  -0.912  -0.268
C  0.023  -1.687  -0.423
N  1.059  -2.201  -0.491
H  1.308  2.066  1.531
H  2.260  1.220  0.292
H  1.805  0.351  1.750
H  -1.589  1.177  0.322
H  -1.088  0.136  1.660
H  -2.003  -1.551  0.163
H  -1.580  -0.612  -1.261

Computed properties:
SMILES string: COCCC#N
Multiplicity: 1
E_tot: -286.5597 hartree

Let us look at the Mulliken charges, expressed in e, one per atom: atom 1 (C): -0.712, atom 2 (O): -0.315, atom 3 (C): -0.462, atom 4 (C): -0.390, atom 5 (C): 0.306, atom 6 (N): -0.434, atom 7 (H): 0.311, atom 8 (H): 0.240, atom 9 (H): 0.304, atom 10 (H): 0.283, atom 11 (H): 0.320, atom 12 (H): 0.325, atom 13 (H): 0.224



[5]
DFT (ωB97M-V/def2-TZVPD) results for a single C4H7NO molecule.

Atoms and positions in Å:
C  -0.009  1.723  -1.133
C  0.570  1.386  0.012
O  1.185  0.052  0.309
C  0.202  -0.833  0.510
C  -1.074  -0.359  0.646
N  0.575  -2.124  0.294
H  -0.027  2.760  -1.424
H  -0.516  1.015  -1.770
H  1.027  2.103  0.679
H  -1.314  0.414  1.357
H  -1.909  -1.018  0.464
H  1.430  -2.287  -0.213
H  -0.140  -2.830  0.267

Computed properties:
SMILES string: C=COC(=C)N
Multiplicity: 1
E_tot: -286.5096 hartree

Let us look at the Mulliken charges, expressed in e, one per atom: atom 1 (C): -0.502, atom 2 (C): -0.281, atom 3 (O): -0.385, atom 4 (C): 0.839, atom 5 (C): -1.143, atom 6 (N): -0.437, atom 7 (H): 0.293, atom 8 (H): 0.291, atom 9 (H): 0.364, atom 10 (H): 0.271, atom 11 (H): 0.266, atom 12 (H): 0.222, atom 13 (H): 0.201



[6]
DFT (ωB97M-V/def2-TZVPD) results for 2 unconnected molecules or ions with the total composition C4H7NO.

Atoms and positions in Å:
C  0.851  -0.788  0.856
C  -0.241  -0.104  1.430
C  -0.387  1.084  0.762
N  0.635  1.183  -0.150
C  1.355  0.008  -0.138
H  1.249  -1.740  1.136
H  -0.864  -0.446  2.233
H  -1.058  1.890  0.998
H  0.785  1.872  -0.874
H  2.166  -0.177  -0.818
O  -1.354  -0.945  -2.160
H  -1.224  -1.599  -1.443
H  -1.913  -0.239  -1.833

Computed properties:
SMILES string: c1cc[nH]c1.O
Multiplicity: 1
E_tot: -286.5990 hartree

Let us look at the Mulliken charges, expressed in e, one per atom: atom 1 (C): -0.445, atom 2 (C): -0.223, atom 3 (C): -0.656, atom 4 (N): -0.002, atom 5 (C): -0.402, atom 6 (H): 0.407, atom 7 (H): 0.398, atom 8 (H): 0.381, atom 9 (H): 0.212, atom 10 (H): 0.354, atom 11 (O): -0.652, atom 12 (H): 0.322, atom 13 (H): 0.306



[7]
DFT (ωB97M-V/def2-TZVPD) results for a single C4H7NO molecule.

Atoms and positions in Å:
C  -1.563  0.984  0.280
N  -0.449  0.413  -0.457
C  -0.346  -1.015  -0.533
C  0.684  -0.225  0.216
C  2.083  -0.015  -0.207
O  2.888  -0.522  0.545
H  -2.482  0.920  -0.318
H  -1.355  2.040  0.470
H  -1.729  0.470  1.236
H  -1.014  -1.592  0.112
H  -0.130  -1.473  -1.495
H  1.008  -0.556  1.232
H  2.406  0.571  -1.082

Computed properties:
SMILES string: CN1C[C@H]1C=O
Multiplicity: 1
E_tot: -286.5225 hartree

Let us look at the Mulliken charges, expressed in e, one per atom: atom 1 (C): -0.767, atom 2 (N): -0.297, atom 3 (C): -0.341, atom 4 (C): 0.090, atom 5 (C): -0.250, atom 6 (O): -0.487, atom 7 (H): 0.278, atom 8 (H): 0.283, atom 9 (H): 0.315, atom 10 (H): 0.250, atom 11 (H): 0.237, atom 12 (H): 0.305, atom 13 (H): 0.384



[8]
DFT (ωB97M-V/def2-TZVPD) results for a single C4H7NO molecule.

Atoms and positions in Å:
C  -1.037  -0.713  0.385
C  -0.405  0.101  -0.767
C  0.201  1.278  -0.001
O  1.038  0.596  0.940
C  1.405  -0.778  -0.028
N  0.763  -0.755  -1.082
H  -1.134  -1.779  0.087
H  -2.031  -0.357  0.664
H  -0.137  -0.288  1.199
H  -0.989  0.373  -1.648
H  -0.639  1.839  0.444
H  0.825  1.952  -0.589
H  2.139  -1.469  0.395

Computed properties:
SMILES string: C[C@H]1COC=N1
Multiplicity: 1
E_tot: -286.4756 hartree

Let us look at the Mulliken charges, expressed in e, one per atom: atom 1 (C): -1.059, atom 2 (C): -0.184, atom 3 (C): -0.378, atom 4 (O): -0.514, atom 5 (C): 0.174, atom 6 (N): -0.435, atom 7 (H): 0.280, atom 8 (H): 0.317, atom 9 (H): 0.402, atom 10 (H): 0.423, atom 11 (H): 0.291, atom 12 (H): 0.335, atom 13 (H): 0.348



[9]
DFT (ωB97M-V/def2-TZVPD) results for a molecular structure, C4H7NO.

Atoms and positions in Å:
C  -1.173  -0.901  -0.066
O  -0.039  -1.772  -0.022
C  0.751  -0.746  0.598
C  1.176  1.841  -0.890
N  0.084  1.122  -0.865
C  -0.317  0.311  0.277
H  -1.902  -1.147  0.713
H  -1.671  -0.889  -1.042
H  0.893  -0.913  1.672
H  1.722  -0.613  0.109
H  1.595  1.719  0.140
H  -0.467  1.030  -1.714
H  -0.653  0.957  1.091

Computed properties:
Multiplicity: 1
E_tot: -286.4746 hartree

Let us look at the Mulliken charges, expressed in e, one per atom: atom 1 (C): -0.539, atom 2 (O): -0.408, atom 3 (C): -0.391, atom 4 (C): -0.363, atom 5 (N): -0.152, atom 6 (C): 0.045, atom 7 (H): 0.227, atom 8 (H): 0.330, atom 9 (H): 0.227, atom 10 (H): 0.379, atom 11 (H): 0.160, atom 12 (H): 0.196, atom 13 (H): 0.289



We obtain energy relative to the best compared isomer or geometry (same formula, charge and spin) values of 56.7 68.7 119.7 45.1 76.6 20.5 68.5 97.9 98.5 kcal per mole for the records listed above, in that order.
We obtain frontier orbital gap values of 9.546 10.395 9.393 11.010 8.484 9.356 10.577 10.574 9.385 eV for the records listed above, in that order.
We obtain strongest force on any atom values of 0.9 1.4 0.6 1.3 2.9 1.0 2.3 4.3 0.5 eV/Å for the records listed above, in that order.